No. 1
Density functional theory data (the ωB97M-V functional and the def2-TZVPD basis) for 2 unconnected molecules or ions with the total composition C8H12N6 at a distorted geometry.

```
26
Properties=species:S:1:pos:R:3:mulliken_charge:R:1
C 1.59082 -3.01127 0.27697 -0.27
C 2.50606 -2.23021 -0.46216 -0.32
C -3.70218 -0.81101 -0.99420 -0.26
C -2.33996 -1.52220 0.46021 0.33
C 1.14407 1.63066 -1.04827 -1.03
C -0.42848 0.52514 2.28581 -0.93
C -0.28352 1.02926 -1.11929 -0.52
C -0.35290 -0.31310 -0.44360 0.26
N 0.46147 -2.34973 0.31118 -0.88
N 1.88519 -1.09287 -0.78981 -1.11
N -3.57368 -1.65060 0.12815 -0.62
N -2.59816 -0.21253 -1.35120 -0.82
N -1.68968 -0.67697 -0.41036 0.74
N 0.67423 -1.23239 -0.36978 1.23
H 1.65119 -3.94276 0.81560 0.43
H 3.57836 -2.04605 -0.46991 0.36
H -4.58612 -0.88360 -1.61080 0.37
H -1.91318 -2.11093 1.32284 0.31
H 1.80420 0.76498 -1.18096 0.38
H 1.27401 2.39097 -1.79071 0.36
H 1.20044 2.06324 -0.02648 0.28
H -1.19869 1.23335 2.56166 0.31
H -0.54573 -0.48669 2.07309 0.32
H 0.47648 0.82523 2.77742 0.36
H -0.93226 1.62280 -0.50018 0.35
H -0.84212 1.03467 -2.12274 0.37
```

Electronic energy (Ha): -640.3662
Spin multiplicity: 1
HOMO (spin up / spin down) (eV): -9.147 / -7.545
Lowest unoccupied orbital energy (spin up / spin down) (hartree): -0.024 / -0.007
Gap between HOMO and LUMO (spin up / spin down) (eV): 8.4983 / 7.3622



No. 2
Density functional theory data (the ωB97M-V functional and the def2-TZVPD basis) for a gas-phase ion, C8H12NO4 (charge +1) at a distorted geometry.

```
25
Properties=species:S:1:pos:R:3:mulliken_charge:R:1
C 0.58107 0.16711 2.45125 -1.30
C -0.05907 0.84031 1.30681 0.66
O -0.50473 1.93423 1.25672 -0.42
N -0.07939 -0.00159 0.02254 0.63
C -0.82256 -1.34990 0.19403 0.68
C -0.76716 -2.20344 -1.00192 -1.27
O -1.34409 -1.55405 1.23172 -0.43
C -0.70466 0.73678 -1.16841 0.62
C -2.10016 1.14097 -0.94222 -1.36
O -0.02658 0.89332 -2.12521 -0.41
C 1.58606 -0.29148 -0.25853 0.71
C 2.29009 0.94258 -0.55276 -1.28
O 1.88504 -1.41483 -0.19255 -0.35
H 1.51366 -0.32883 2.19227 0.36
H 0.75548 0.90327 3.23401 0.41
H -0.09232 -0.59753 2.84786 0.37
H 0.04929 -2.91988 -0.86545 0.36
H -0.59576 -1.67061 -1.93239 0.34
H -1.68524 -2.78888 -1.05693 0.41
H -2.56956 1.36224 -1.89854 0.42
H -2.67569 0.40053 -0.39072 0.36
H -2.10266 2.06041 -0.34779 0.36
H 3.32861 0.83778 -0.23389 0.40
H 1.84326 1.83639 -0.12713 0.35
H 2.29708 1.06511 -1.64279 0.38
```

Electronic energy (Ha): -667.4765
Spin multiplicity: 1
HOMO (eV): -15.442
Lowest unoccupied orbital energy (hartree): -0.159
Gap between HOMO and LUMO (eV): 11.1176
Net charge: +1



No. 3
Density functional theory data (the ωB97M-V functional and the def2-TZVPD basis) for a single C8H12NOPS molecule at a distorted geometry.

```
24
Properties=species:S:1:pos:R:3:mulliken_charge:R:1
C 1.22419 2.69300 -0.04061 -0.97
C 2.42917 1.68441 -0.15264 -0.32
O 2.03742 0.60562 -0.99616 -0.57
P 1.26827 -1.10147 -0.10771 0.77
N 1.39363 -2.15486 -1.39857 -0.57
S 2.43126 -1.54378 1.39669 -0.40
C -0.47965 -0.90020 0.10258 0.21
C -1.01133 -1.57720 1.24363 -0.47
C -2.32154 -1.31204 1.53597 -0.66
C -3.20461 -0.68110 0.60214 -0.48
C -2.66621 -0.05873 -0.47857 -0.44
C -1.31435 -0.11466 -0.68285 0.07
H 1.57640 3.46573 0.57978 0.44
H 0.92051 2.95698 -1.03296 0.28
H 0.41606 2.14527 0.56489 0.17
H 2.55706 1.38924 0.93375 0.21
H 3.15013 2.20699 -0.70242 0.40
H 0.73696 -2.04252 -2.13631 0.26
H 2.28659 -2.25855 -1.78518 0.27
H -0.34962 -2.21072 1.90304 0.28
H -2.73711 -1.70047 2.40685 0.42
H -4.20507 -0.52145 0.76255 0.44
H -3.39591 0.54269 -1.06867 0.31
H -0.74225 0.48781 -1.44922 0.32
```

Electronic energy (Ha): -1181.5570
Spin multiplicity: 1
HOMO (eV): -9.017
Lowest unoccupied orbital energy (hartree): 0.002
Gap between HOMO and LUMO (eV): 9.0851



No. 4
Density functional theory data (the ωB97M-V functional and the def2-TZVPD basis) for a single C8H12NPS molecule at a distorted geometry.

```
23
Properties=species:S:1:pos:R:3:mulliken_charge:R:1
C -0.41988 -0.82147 3.63680 -0.96
C -0.61233 -0.69995 2.14900 -0.23
C 0.41038 -0.63505 1.29544 -0.63
C 0.31390 -0.62521 -0.18433 0.01
S 1.19611 -2.12278 -0.89921 -0.19
C 2.51145 -1.20544 -1.48035 -0.27
C 2.42063 0.12584 -1.43690 -0.73
C 1.12314 0.54481 -0.82486 -0.03
P 0.11021 1.57630 -2.01387 -0.21
N -1.37247 1.29738 -1.64927 -0.02
C -2.55238 1.60186 -2.36165 -0.74
H -1.32564 -1.45389 3.97965 0.29
H 0.62704 -1.21690 3.85650 0.30
H -0.64837 0.29292 4.04209 0.22
H -1.57539 -0.57831 1.70381 0.40
H 1.41669 -0.56271 1.65705 0.28
H -0.74176 -0.67276 -0.33993 0.48
H 3.23721 -1.78738 -1.91499 0.48
H 3.21031 0.89002 -1.67893 0.34
H 1.36461 1.18311 -0.01405 0.40
H -2.69448 2.59055 -2.72810 0.30
H -3.36085 1.44788 -1.58840 0.24
H -2.63811 0.83119 -3.20550 0.26
```

Electronic energy (Ha): -1106.2150
Spin multiplicity: 1
HOMO (eV): -7.879
Lowest unoccupied orbital energy (hartree): -0.001
Gap between HOMO and LUMO (eV): 7.8437



No. 5
Density functional theory data (the ωB97M-V functional and the def2-TZVPD basis) for a single C8H12O molecule at a distorted geometry.

```
21
Properties=species:S:1:pos:R:3:mulliken_charge:R:1
C -1.77274 -0.39120 -0.61241 -1.45
C -0.46935 0.33343 -0.81926 0.69
C 0.09186 -0.02039 -2.26692 -0.87
C 0.65066 -0.54572 -0.97230 -0.38
C 0.66565 -1.44952 0.29262 -0.88
C 0.71388 -0.50773 1.55586 -0.03
O -0.38202 0.28301 1.91093 -0.45
C 0.60350 0.96107 1.19380 -0.06
C 0.06803 1.48251 -0.15060 -0.42
H -2.60970 -0.02323 -1.25239 0.36
H -2.10916 -0.40663 0.46344 0.31
H -1.62334 -1.50090 -0.85814 0.33
H -0.52659 -0.70318 -2.87764 0.26
H 0.76187 0.43741 -2.91915 0.31
H 1.53832 -0.06905 -0.90433 0.41
H 1.43648 -2.21534 0.30530 0.44
H -0.20582 -2.05208 0.22053 0.25
H 1.40368 -0.83390 2.39195 0.39
H 1.22033 1.87231 1.66373 0.27
H 1.08690 1.64534 -0.77712 0.20
H -0.62573 2.41046 -0.06835 0.31
```

Electronic energy (Ha): -387.0783
Spin multiplicity: 1
HOMO (eV): -9.040
Lowest unoccupied orbital energy (hartree): 0.037
Gap between HOMO and LUMO (eV): 10.0605



No. 6
Density functional theory data (the ωB97M-V functional and the def2-TZVPD basis) for a molecular structure, C8H12O8Pt at a distorted geometry.

```
29
Properties=species:S:1:pos:R:3:mulliken_spin:R:1
Pt 1.01134 -11.62944 -8.83618 1.66
C 3.93610 -8.76699 -7.13899 0.01
C 2.82001 -9.65377 -7.66637 -0.02
O 1.82043 -9.09464 -8.25017 0.03
O 2.91138 -10.93603 -7.58095 0.08
H 4.58546 -8.63848 -8.04821 0.00
H 4.55315 -9.31314 -6.38001 0.00
H 3.62231 -7.79693 -6.78120 0.00
C -1.79475 -9.33491 -6.39493 0.00
C -1.32869 -10.16244 -7.55301 0.00
O -1.77492 -10.05757 -8.67472 0.01
O -0.45267 -11.03053 -7.23424 0.06
H -1.63284 -9.98099 -5.55706 0.00
H -2.81728 -8.99270 -6.53893 0.00
H -1.17952 -8.46698 -6.23886 0.00
C 0.15764 -14.57489 -7.16456 -0.01
C -0.20619 -14.65283 -8.66644 0.01
O 0.04638 -13.59758 -9.37965 0.10
O -0.70763 -15.71806 -9.08349 0.01
H 1.22641 -14.40177 -6.99260 0.00
H -0.17132 -15.47159 -6.61999 0.00
H -0.33751 -13.71613 -6.71096 0.00
C 4.36479 -11.44459 -11.74063 0.00
C 2.87481 -11.20964 -11.33101 0.01
O 2.23262 -10.35077 -11.91694 0.00
O 2.41556 -12.00543 -10.44821 0.04
H 4.98725 -11.59240 -10.85060 0.00
H 4.70584 -10.57703 -12.34549 0.00
H 4.46127 -12.38943 -12.32635 0.00
```

Electronic energy (Ha): -1033.3218
Spin multiplicity: 3
HOMO (spin up / spin down) (eV): -1.375 / -2.472
Lowest unoccupied orbital energy (spin up / spin down) (hartree): 0.195 / 0.195
Gap between HOMO and LUMO (spin up / spin down) (eV): 6.6851 / 7.7790
Net charge: -2